The following is a DFT calculation (wB97M-V/def2-TZVPD) of a structure of composition C3H5N2.

The charge is +1. The value obtained for the orbital gap is 0.4041 Ha. The calculation puts the energy above the lowest of the compared OMol25 structures with the same formula, charge and spin at 458.8 kJ/mol. The calculation puts the highest occupied orbital energy at -15.98 eV. The spin multiplicity is 1.

Atoms and positions in Å:
C1 0.56493 -0.70641 -1.01254
C2 0.41115 0.59333 -0.29668
C3 0.25990 -0.27783 0.85859
N1 0.50092 -1.47937 0.03639
N2 -1.00226 0.45674 0.24825
H1 0.94575 -0.99423 -1.99796
H2 0.81614 1.49100 -0.52556
H3 0.65228 -0.07867 1.94880
H4 -1.35193 1.17496 0.86134
H5 -1.79688 -0.17952 -0.12063



The following is a DFT calculation (wB97M-V/def2-TZVPD) of a structure of composition C3H5N2.

The charge is +1. The value obtained for the orbital gap is 0.4075 Ha. The calculation puts the energy above the lowest of the compared OMol25 structures with the same formula, charge and spin at 463.8 kJ/mol. The calculation puts the highest occupied orbital energy at -15.64 eV. The spin multiplicity is 1.

Atoms and positions in Å:
C1 -0.46205 -1.13443 -0.76592
C2 -0.04525 0.32251 -0.70308
C3 0.86687 -0.16065 0.39145
N1 0.23709 -1.53122 0.19068
N2 -0.32755 0.74215 0.70737
H1 -1.23563 -1.77684 -1.39767
H2 0.31583 1.07573 -1.37237
H3 1.84646 0.27095 0.83126
H4 -0.07522 1.75122 0.96721
H5 -1.12054 0.44059 1.15107



The following is a DFT calculation (wB97M-V/def2-TZVPD) of a cluster of 2 separate species, C3H5N2 in total.

The charge is +1. The value obtained for the orbital gap is 0.4289 Ha. The calculation puts the energy above the lowest of the compared OMol25 structures with the same formula, charge and spin at 399.3 kJ/mol. The calculation puts the highest occupied orbital energy at -16.21 eV. The spin multiplicity is 1.

Atoms and positions in Å:
C1 -1.10663 -1.05057 0.65912
C2 0.25377 1.49684 0.15145
C3 -0.11691 -1.01357 -0.12479
N1 0.20541 2.60058 0.48804
N2 0.90512 -1.28592 -0.82651
H1 -1.75687 -0.19601 0.93722
H2 -1.50074 -2.00662 0.73927
H3 0.25491 3.60557 0.44719
H4 0.89927 -1.06262 -1.83939
H5 1.96266 -1.08767 -0.63159



The following is a DFT calculation (wB97M-V/def2-TZVPD) of the ion C3H5N2O with charge +1.

The charge is +1. The value obtained for the orbital gap is 0.3942 Ha. The calculation puts the energy above the lowest of the compared OMol25 structures with the same formula, charge and spin at 271.2 kJ/mol. The calculation puts the highest occupied orbital energy at -16.28 eV. The spin multiplicity is 1.

Atoms and positions in Å:
C1 -0.29427 0.13387 0.68430
C2 0.30194 0.35045 -1.07846
C3 -0.51898 -0.53944 1.90303
N1 0.03843 1.27465 0.07658
N2 0.88013 0.57424 -2.23421
O1 -0.19923 -0.75862 -0.51310
H1 0.16788 -1.35575 1.93320
H2 -1.46866 -1.16854 1.95412
H3 -0.64738 0.23402 2.64116
H4 0.97819 1.50612 -2.56841
H5 0.76196 -0.25100 -2.79820



The following is a DFT calculation (wB97M-V/def2-TZVPD) of the ion C3H5N2O with charge +1.

The charge is +1. As for the structure (SMILES): C[n+]1ncco1. The value obtained for the orbital gap is 0.3997 Ha. The calculation puts the energy above the lowest of the compared OMol25 structures with the same formula, charge and spin at 377.2 kJ/mol. The calculation puts the highest occupied orbital energy at -16.47 eV. The spin multiplicity is 1.

Atoms and positions in Å:
C1 1.46368 1.39077 0.11811
C2 0.31762 1.99541 -0.20540
C3 -0.59986 -1.42475 0.02408
N1 1.19055 0.08770 0.09965
N2 -0.04380 -0.04978 -0.05776
O1 -0.71434 1.15869 -0.21878
H1 2.47766 1.77413 0.29600
H2 -0.04426 2.99951 -0.26595
H3 0.35003 -1.91878 0.48450
H4 -1.34784 -1.51696 0.84664
H5 -1.07095 -1.94648 -0.86410



The following is a DFT calculation (wB97M-V/def2-TZVPD) of a cluster of 2 separate species, C3H5N2O2 in total.

The charge is -1. The value obtained for the orbital gap (spin up / spin down) is 0.2214 / 0.2213 Ha. The calculation puts the energy above the lowest of the compared OMol25 structures with the same formula, charge and spin at 700.8 kJ/mol. The calculation puts the highest occupied orbital energy (spin up / spin down) at -1.89 / -1.89 eV. The spin multiplicity is 1.

Atoms and positions in Å:
C1 -0.64755 0.49070 -0.74487
C2 0.31999 1.20444 0.17863
C3 0.46960 -1.09170 0.45111
N1 -0.03412 -0.90572 -0.84554
N2 0.51234 0.09273 1.24047
O1 -0.72495 -1.81281 -1.49782
O2 1.63194 -0.72973 0.96860
H1 -1.69017 0.40578 -0.33148
H2 -0.65026 0.99029 -1.75557
H3 1.18225 1.41528 -0.39320
H4 -0.03250 2.01847 1.00523
H5 -0.33656 -2.07774 1.72444



The following is a DFT calculation (wB97M-V/def2-TZVPD) of the ion C3H5N2O2S2 with charge +1.

The charge is +1. The value obtained for the orbital gap is 0.2926 Ha. The calculation puts the energy above the lowest of the compared OMol25 structures with the same formula, charge and spin at 0.0 kJ/mol. The calculation puts the highest occupied orbital energy at -13.32 eV. The spin multiplicity is 1.

Atoms and positions in Å:
C1 -0.91529 0.51977 0.43186
C2 1.42868 -0.19868 0.07809
C3 1.24960 -0.30474 -1.38020
N1 0.32590 0.08314 0.89807
N2 -1.86862 1.05340 1.20781
O1 -0.65230 -2.04159 -0.63904
O2 -1.09825 0.46257 -0.84503
S1 2.83434 -0.60196 0.73515
S2 -0.51221 -1.03847 -1.67485
H1 1.04297 0.64509 -1.77622
H2 2.06616 -0.96489 -1.81448
H3 0.69347 0.15979 1.83763
H4 -2.68231 1.26399 0.67919
H5 -1.91213 0.96258 2.26201



The following is a DFT calculation (wB97M-V/def2-TZVPD) of a structure of composition C3H5N2O3.

The charge is -1. The value obtained for the orbital gap is 0.1599 Ha. The calculation puts the energy above the lowest of the compared OMol25 structures with the same formula, charge and spin at 600.1 kJ/mol. The calculation puts the highest occupied orbital energy at -3.80 eV. The spin multiplicity is 1.

Atoms and positions in Å:
O1 3.19883 -4.96155 5.08017
C1 3.85227 -4.59385 4.05196
N1 4.15574 -5.33377 2.99048
C2 -14.33083 11.57249 -12.27718
O2 -15.35610 11.06153 -12.70082
O3 -13.27280 11.66099 -11.77073
C3 4.22024 -3.03415 4.05705
N2 5.07312 -1.68333 3.41900
H1 4.54972 -4.73663 2.28987
H2 3.29051 -2.70887 3.62012
H3 4.23976 -2.67197 5.07790
H4 5.34925 -2.89633 3.74923
H5 5.03029 -1.67456 2.41294



The following is a DFT calculation (wB97M-V/def2-TZVPD) of an isolated molecule of C3H5N2O3P.

The charge is 0. As for the structure (SMILES): O=P(O)(O)n1ccnc1. The value obtained for the orbital gap is 0.3625 Ha. The calculation puts the energy above the lowest of the compared OMol25 structures with the same formula, charge and spin at 1.7 kJ/mol. The calculation puts the highest occupied orbital energy at -9.56 eV. The spin multiplicity is 1.

Atoms and positions in Å:
O1 -0.36790 -1.64275 -1.83653
N1 0.85864 2.34302 0.51740
O2 1.56874 -1.84548 -0.39089
O3 -0.96258 -2.16323 0.35701
C1 1.13771 1.17299 -0.01258
C2 -0.47347 2.31714 0.85436
C3 -0.99447 1.10166 0.57682
N2 0.03025 0.35290 0.02117
P1 0.08100 -1.32668 -0.47209
H1 1.48305 -2.65933 -0.94222
H2 -1.51853 -2.43123 -0.38631
H3 2.12104 0.82197 -0.33488
H4 -0.95391 3.16090 1.29875
H5 -2.00957 0.79813 0.74998



The following is a DFT calculation (wB97M-V/def2-TZVPD) of a cluster of 2 separate species, C3H5N2OS in total.

The charge is +1. The value obtained for the orbital gap is 0.3486 Ha. The calculation puts the energy above the lowest of the compared OMol25 structures with the same formula, charge and spin at 334.5 kJ/mol. The calculation puts the highest occupied orbital energy at -13.94 eV. The spin multiplicity is 1.

Atoms and positions in Å:
C1 1.08998 0.07711 0.81923
C2 -0.60516 -0.88254 -0.50046
C3 -0.96797 0.54506 -0.90344
N1 0.65226 1.28369 0.52910
N2 0.62159 -0.99356 0.20468
O1 -0.14250 1.60490 -0.52658
S1 -2.01291 -0.24437 0.45584
H1 1.86347 -0.23630 1.56141
H2 -0.67668 -2.04344 -1.40650
H3 -1.50504 0.78469 -1.91595
H4 0.73329 2.04436 1.20114
H5 0.94967 -1.93961 0.48154